The following is a DFT calculation (wB97M-V/def2-TZVPD) of a structure of composition C32H47AsClN2O8PS3Tc.

Atoms and positions in Å:
Tc -0.039 0.466 0.665
C -4.249 2.040 -1.654
O -3.147 1.693 -0.759
C -3.099 0.596 -0.085
O -2.206 0.447 0.792
N -4.011 -0.380 -0.275
N -4.068 -1.514 0.528
H -4.081 3.103 -1.906
H -5.195 1.951 -1.145
H -4.203 1.446 -2.515
H -4.950 -0.117 -0.711
H -3.976 -1.265 1.508
H -3.344 -2.194 0.255
C -0.804 1.371 6.511
C -1.136 0.785 5.143
S 0.142 1.204 3.908
O -0.378 0.287 2.792
C 1.527 0.423 4.739
C 1.397 -1.048 5.095
H -1.631 1.245 7.254
H -0.467 2.404 6.606
H -0.046 0.779 6.953
H -2.009 1.198 4.710
H -1.087 -0.342 5.238
H 1.508 1.009 5.707
H 2.403 0.647 4.242
H 2.117 -1.578 4.503
H 0.491 -1.391 4.617
H 1.442 -1.216 6.144
C -2.014 4.996 -2.597
C -1.266 4.868 -1.289
C -1.192 6.127 -0.446
O 0.137 4.447 -1.525
P 0.619 3.058 -0.900
S 0.082 2.864 1.080
S -0.058 1.310 -1.536
O 2.120 3.030 -1.317
C 3.223 3.983 -0.997
C 3.396 4.917 -2.159
C 2.959 4.697 0.353
H -2.918 5.498 -2.387
H -2.127 3.991 -3.022
H -1.354 5.609 -3.187
H -1.651 4.044 -0.735
H -0.762 7.055 -0.968
H -0.696 5.844 0.494
H -2.199 6.381 -0.211
H 4.074 3.302 -0.905
H 2.541 5.647 -2.277
H 3.608 4.399 -3.121
H 4.213 5.520 -1.953
H 1.988 5.176 0.235
H 3.823 5.369 0.527
H 2.924 3.936 1.126
Cl 4.486 1.456 1.318
C 4.189 -0.103 0.490
C 2.688 -0.280 0.106
O 2.374 -0.905 -0.878
O 1.832 0.350 0.904
H 4.407 -0.949 1.172
H 4.695 -0.200 -0.462
O -0.261 -1.516 0.411
As 0.011 -2.685 -0.827
C -1.185 -3.980 -0.224
C -1.611 -4.043 1.104
C -2.270 -5.178 1.582
C -2.347 -6.286 0.765
C -2.150 -6.153 -0.595
C -1.525 -5.022 -1.021
C 1.710 -3.579 -0.941
C 2.132 -3.814 -2.257
C 3.148 -4.705 -2.465
C 3.800 -5.291 -1.385
C 3.406 -5.057 -0.061
C 2.298 -4.157 0.142
C -0.552 -1.943 -2.606
C 0.297 -1.124 -3.267
C -0.124 -0.516 -4.480
C -1.305 -0.908 -5.007
C -2.232 -1.707 -4.316
C -1.800 -2.186 -3.094
H -1.463 -3.194 1.727
H -2.429 -5.249 2.661
H -2.704 -7.224 1.091
H -2.360 -6.935 -1.346
H -1.343 -4.948 -2.119
H 1.594 -3.395 -3.058
H 3.434 -4.969 -3.455
H 4.494 -6.138 -1.590
H 3.946 -5.626 0.694
H 1.891 -3.996 1.141
H 1.310 -0.909 -2.880
H 0.538 0.170 -5.016
H -1.636 -0.486 -5.916
H -3.256 -1.896 -4.603
H -2.495 -2.835 -2.583

Forces on atoms 1 to 2 (eV/Å):
-2.10 0.17 1.15
0.70 1.30 1.16

Properties
- 2S+1 = 4
- charge = +2
- lowest unoccupied orbital energy (spin up / spin down) (hartree) = -0.195 / -0.233
- calculated total energy (Eh) = -6271.24435
- HOMO energy (spin up / spin down) (hartree) = -0.507 / -0.511
- expectation value of S² = 3.7768

Löwdin charges, unit e, in atom order:
1 Tc 1.31
2 C 0.03
3 O -0.02
4 C -0.57
5 O -0.13
6 N 0.02
7 N 0.07
8 H 0.10
9 H 0.10
10 H 0.09
11 H 0.18
12 H 0.10
13 H 0.08
14 C -0.13
15 C -0.33
16 S 0.97
17 O -0.66
18 C -0.36
19 C -0.09
20 H 0.11
21 H 0.09
22 H 0.04
23 H 0.08
24 H 0.11
25 H 0.10
26 H 0.06
27 H 0.08
28 H 0.06
29 H 0.08
30 C -0.02
31 C -0.46
32 C -0.02
33 O -0.26
34 P 0.05
35 S 0.41
36 S 0.54
37 O -0.29
38 C -0.39
39 C -0.04
40 C -0.05
41 H 0.08
42 H 0.09
43 H 0.10
44 H 0.07
45 H 0.13
46 H 0.07
47 H 0.07
48 H 0.12
49 H 0.11
50 H 0.11
51 H 0.06
52 H 0.06
53 H 0.11
54 H 0.03
55 Cl 0.64
56 C -0.43
57 C -0.61
58 O 0.02
59 O -0.33
60 H 0.10
61 H 0.09
62 O -0.59
63 As 1.34
64 C -0.35
65 C -0.09
66 C -0.04
67 C -0.05
68 C -0.05
69 C -0.13
70 C -0.33
71 C -0.09
72 C -0.06
73 C -0.06
74 C -0.03
75 C -0.08
76 C -0.31
77 C -0.20
78 C -0.07
79 C -0.07
80 C -0.03
81 C -0.12
82 H 0.09
83 H 0.12
84 H 0.11
85 H 0.13
86 H 0.13
87 H 0.08
88 H 0.11
89 H 0.13
90 H 0.11
91 H 0.11
92 H 0.09
93 H 0.13
94 H 0.10
95 H 0.12
96 H 0.10


The following is a DFT calculation (wB97M-V/def2-TZVPD) of a cluster of 2 separate species, C3H10S3 in total.

Atoms and positions in Å:
C 2.466 -2.815 -0.732
S 2.402 -2.324 1.089
S 1.666 -0.448 0.837
H 3.476 -2.678 -1.074
H 2.124 -3.864 -0.743
H 1.768 -2.144 -1.236
H 2.468 0.018 -0.174
C -2.162 2.735 -0.373
S -1.645 1.110 -0.910
C -1.461 0.367 0.779
H -2.104 2.693 0.764
H -1.418 3.472 -0.655
H -3.086 3.081 -0.807
H -2.475 0.404 1.212
H -0.832 1.083 1.278
H -1.186 -0.687 0.746

Forces on atoms 1 to 2 (eV/Å):
-0.87 -0.30 1.61
0.51 -0.45 -1.18

Properties
- 2S+1 = 1
- SMILES = CSC.CSS
- lowest unoccupied orbital energy (hartree) = 0.023
- calculated total energy (Eh) = -1314.81744
- HOMO energy (hartree) = -0.306

Löwdin charges, unit e, in atom order:
1 C -0.42
2 S 0.33
3 S 0.29
4 H 0.02
5 H 0.03
6 H 0.01
7 H -0.15
8 C -0.46
9 S 0.69
10 C -0.46
11 H 0.05
12 H 0.02
13 H 0.02
14 H 0.04
15 H 0.00
16 H 0.01


The following is a DFT calculation (wB97M-V/def2-TZVPD) of the molecule C19H16N4OS.

Atoms and positions in Å:
C 4.603 4.606 0.191
H 5.081 4.392 1.144
H 4.223 5.625 0.222
H 5.348 4.550 -0.598
C 3.453 3.641 -0.065
C 3.807 2.175 -0.036
C 2.763 1.256 -0.034
C 3.057 -0.097 -0.022
C 4.399 -0.530 -0.011
C 5.442 0.372 -0.011
C 5.127 1.722 -0.025
H 5.936 2.433 -0.027
H 6.471 0.044 -0.001
N 4.411 -1.920 0.002
C 3.142 -2.368 -0.001
C 2.244 -1.294 -0.015
N 0.927 -1.535 -0.014
N 0.117 -0.534 -0.024
C -1.175 -0.815 -0.013
N -2.117 0.059 -0.020
C -3.359 -0.477 0.003
C -3.378 -1.853 0.027
S -1.812 -2.528 0.023
H -4.228 -2.506 0.045
C -4.517 0.409 0.000
C -5.822 -0.075 0.080
C -6.892 0.799 0.075
C -6.680 2.166 -0.010
C -5.387 2.655 -0.090
C -4.313 1.786 -0.085
H -3.301 2.153 -0.146
H -5.216 3.720 -0.156
H -7.520 2.845 -0.014
H -7.899 0.413 0.139
H -6.005 -1.137 0.150
O 2.860 -3.670 0.009
H 1.894 -3.758 0.007
H 5.229 -2.506 0.012
H 1.735 1.581 -0.042
H 2.671 3.813 0.679
H 3.013 3.863 -1.042

Forces on atoms 1 to 2 (eV/Å):
-0.23 -0.10 -0.05
0.11 0.02 0.08

Properties
- 2S+1 = 1
- SMILES = CCc1ccc2[nH]c(O)c(/N=N/c3nc(-c4ccccc4)cs3)c2c1
- lowest unoccupied orbital energy (hartree) = -0.024
- calculated total energy (Eh) = -1426.07106
- HOMO energy (hartree) = -0.270

Löwdin charges, unit e, in atom order:
1 C -0.12
2 H 0.08
3 H 0.07
4 H 0.07
5 C -0.21
6 C -0.22
7 C 0.03
8 C -0.09
9 C -0.19
10 C -0.01
11 C -0.04
12 H 0.10
13 H 0.11
14 N 0.18
15 C -0.27
16 C -0.17
17 N 0.06
18 N 0.04
19 C -0.60
20 N 0.11
21 C -0.35
22 C -0.39
23 S 0.99
24 H 0.06
25 C -0.17
26 C -0.04
27 C -0.09
28 C -0.10
29 C -0.08
30 C -0.03
31 H 0.10
32 H 0.10
33 H 0.10
34 H 0.10
35 H 0.10
36 O 0.14
37 H 0.12
38 H 0.17
39 H 0.11
40 H 0.12
41 H 0.12


The following is a DFT calculation (wB97M-V/def2-TZVPD) of the molecule C4H7NO2.

Atoms and positions in Å:
C -1.825 -0.271 0.023
C -0.791 0.090 0.779
N -0.282 1.407 0.854
O 0.117 -0.818 1.241
C 1.223 -0.866 0.303
C 0.960 0.176 -0.776
O 0.831 1.444 -0.140
H -2.413 0.462 -0.521
H 0.029 -0.085 -1.292
H -2.017 -1.321 -0.159
H -0.981 2.053 0.484
H 2.138 -0.637 0.857
H 1.284 -1.881 -0.107
H 1.728 0.246 -1.545

Forces on atoms 1 to 2 (eV/Å):
-0.28 -0.03 0.36
-0.18 -0.04 -0.44

Properties
- 2S+1 = 1
- SMILES = C=C1NOCCO1
- lowest unoccupied orbital energy (hartree) = 0.035
- calculated total energy (Eh) = -361.72087
- HOMO energy (hartree) = -0.325

Löwdin charges, unit e, in atom order:
1 C 0.08
2 C -0.46
3 N 0.08
4 O -0.04
5 C -0.12
6 C -0.20
7 O -0.11
8 H 0.08
9 H 0.11
10 H 0.08
11 H 0.12
12 H 0.13
13 H 0.13
14 H 0.14


The following is a DFT calculation (wB97M-V/def2-TZVPD) of a cluster of 2 separate species, CHINOS in total.

Atoms and positions in Å:
C 2.004 0.441 0.097
N 0.957 -0.044 -0.116
O 3.042 1.082 0.084
S -0.304 -1.051 0.063
I -3.639 0.125 0.022
H -2.060 -0.554 -0.150

Forces on atoms 1 to 2 (eV/Å):
1.73 1.85 -0.93
0.77 0.82 0.12

Properties
- 2S+1 = 1
- charge = -1
- lowest unoccupied orbital energy (hartree) = 0.119
- calculated total energy (Eh) = -864.63769
- HOMO energy (hartree) = -0.139

Löwdin charges, unit e, in atom order:
1 C -0.45
2 N -0.47
3 O -0.01
4 S 0.39
5 I 0.05
6 H -0.51


The following is a DFT calculation (wB97M-V/def2-TZVPD) of a structure of composition C30H23N3O5PReS.

Atoms and positions in Å:
Re 0.985 -0.449 -0.321
O 3.885 -0.593 2.333
C 2.850 -0.080 2.010
O 2.580 0.077 0.698
C 1.883 0.419 3.056
C 2.341 0.342 4.368
C 1.552 0.760 5.425
C 0.279 1.254 5.186
C -0.195 1.331 3.886
C 0.598 0.922 2.818
P -0.008 1.144 1.134
C 0.409 2.854 0.711
C -0.230 3.892 1.392
C 0.118 5.207 1.133
C 1.111 5.492 0.204
C 1.756 4.462 -0.463
C 1.406 3.143 -0.212
C -1.805 1.005 1.195
C -2.371 -0.060 1.901
C -3.742 -0.248 1.884
C -4.554 0.618 1.160
C -3.995 1.671 0.454
C -2.621 1.866 0.467
H 3.332 -0.056 4.536
H 1.931 0.695 6.436
H -0.349 1.576 6.006
H -1.195 1.703 3.706
H -0.998 3.679 2.125
H -0.381 6.009 1.660
H 1.386 6.520 0.006
H 2.539 4.682 -1.176
H 1.931 2.345 -0.724
H -1.740 -0.734 2.467
H -4.180 -1.067 2.438
H -5.626 0.471 1.152
H -4.626 2.347 -0.108
H -2.187 2.688 -0.089
O 2.250 0.173 -1.764
N 1.764 0.363 -3.017
C 2.683 0.429 -4.003
C 2.284 0.657 -5.290
C 0.920 0.820 -5.552
C 0.011 0.747 -4.524
C 0.445 0.509 -3.215
S -0.600 0.439 -1.835
H 3.702 0.290 -3.675
H 3.024 0.706 -6.074
H 0.579 1.000 -6.562
H -1.049 0.869 -4.693
O 0.298 -1.722 1.127
N -0.131 -2.892 0.770
N 0.023 -3.112 -0.454
O 0.539 -2.174 -1.251
C -0.366 -4.362 -1.052
C -0.753 -4.358 -2.380
C -1.137 -5.561 -2.950
C -1.129 -6.727 -2.198
C -0.731 -6.701 -0.868
C -0.339 -5.511 -0.279
H -0.754 -3.437 -2.945
H -1.447 -5.584 -3.986
H -1.429 -7.662 -2.651
H -0.715 -7.612 -0.286
H -0.014 -5.474 0.751

Forces on atoms 1 to 2 (eV/Å):
-0.11 -0.07 0.03
-0.01 0.00 0.00

Properties
- 2S+1 = 2
- charge = +1
- lowest unoccupied orbital energy (spin up / spin down) (hartree) = -0.116 / -0.130
- calculated total energy (Eh) = -2515.04060
- HOMO energy (spin up / spin down) (hartree) = -0.390 / -0.406
- expectation value of S² = 0.7562

Löwdin charges, unit e, in atom order:
1 Re 1.26
2 O 0.13
3 C -0.52
4 O -0.24
5 C -0.12
6 C 0.01
7 C -0.04
8 C -0.05
9 C -0.08
10 C -0.27
11 P 0.97
12 C -0.33
13 C -0.08
14 C -0.06
15 C -0.06
16 C -0.06
17 C -0.08
18 C -0.38
19 C -0.09
20 C -0.06
21 C -0.06
22 C -0.06
23 C -0.11
24 H 0.13
25 H 0.12
26 H 0.11
27 H 0.11
28 H 0.11
29 H 0.11
30 H 0.11
31 H 0.11
32 H 0.08
33 H 0.11
34 H 0.11
35 H 0.11
36 H 0.11
37 H 0.10
38 O -0.27
39 N -0.16
40 C 0.01
41 C -0.02
42 C -0.03
43 C -0.05
44 C -0.57
45 S 0.76
46 H 0.15
47 H 0.12
48 H 0.12
49 H 0.12
50 O -0.26
51 N 0.08
52 N -0.16
53 O -0.24
54 C -0.17
55 C 0.00
56 C -0.05
57 C -0.06
58 C -0.05
59 C 0.00
60 H 0.12
61 H 0.11
62 H 0.11
63 H 0.12
64 H 0.12